Density functional theory data (ωB97M-V/def2-TZVPD) for C20H12MnN3O4 as an isolated structure.

The geometry in XYZ format:
```
40
Properties=species:S:1:pos:R:3
Mn 0.7452 -0.5433 0.0010
C -2.3067 -3.8797 -0.1594
C -1.1552 -3.0646 -0.1452
N -1.1931 -1.7662 -0.0727
C -2.3735 -1.1591 -0.0031
C -3.5864 -1.8850 0.0141
C -3.5185 -3.2859 -0.0759
C -4.8266 -1.2137 0.1327
C -4.7918 0.1330 0.2474
C -3.5689 0.8535 0.2191
C -2.3337 0.2477 0.0690
N -1.0931 0.7945 0.0023
C -0.9569 2.1435 -0.0643
C -1.9156 3.1310 -0.2073
C -1.6084 4.5168 -0.2406
C -0.3379 4.9665 -0.1357
C 0.6852 3.9952 -0.0218
C 2.0392 4.3647 0.0617
C 2.9796 3.3956 0.1438
C 2.5604 2.0477 0.1355
N 1.3133 1.6817 0.0679
C 0.3704 2.6170 -0.0001
H -2.1908 -4.9533 -0.2250
H -0.1696 -3.5043 -0.1937
H -4.4399 -3.8588 -0.0685
H -5.7487 -1.7813 0.1491
H -5.7094 0.6989 0.3651
H -3.6755 1.9183 0.3428
H -2.9623 2.9034 -0.3219
H -2.4309 5.2142 -0.3530
H -0.0835 6.0190 -0.1549
H 2.2987 5.4181 0.0510
H 4.0367 3.6177 0.2047
H 3.2837 1.2470 0.1840
O 4.5989 -1.5752 0.0662
C 3.4020 -1.5323 0.0371
O 2.6682 -0.4576 0.0510
C 2.5039 -2.7669 -0.0189
O 2.9129 -3.8925 -0.0435
O 1.2560 -2.3993 -0.0403
```

Summary:
2S+1 = 2
orbital gap (alpha / beta) = 6.76 / 6.50 eV
LUMO level (alpha / beta) = 2.840 / 2.836 eV
net charge = -1
energy above the lowest of the compared OMol25 structures with the same formula, charge and spin = 154.5 kJ/mol

These are the Mulliken partial charges, in e, on atoms 1 to 6: 0.902 -0.802 -0.229 -0.115 0.207 1.372

Density functional theory data (ωB97M-V/def2-TZVPD) for an isolated ion of composition C20H12N3 and charge +1.

The geometry in XYZ format:
```
35
Properties=species:S:1:pos:R:3
C -0.3574 -2.4927 -3.7315
C -0.7750 -2.0022 -2.4733
C 0.0720 -1.1783 -1.7472
C 1.2756 -0.8148 -2.3131
C 2.0558 -0.0863 -1.4385
C 3.3512 0.3282 -1.7944
C 3.8094 -0.0509 -3.0727
C 2.9973 -0.7922 -3.9776
C 1.7348 -1.2050 -3.5719
C 0.8630 -2.0275 -4.2847
C 1.2002 0.1437 -0.2452
N 1.3865 0.8776 0.8561
N 0.3824 0.9189 1.7204
C 0.3833 1.6559 2.8841
C -0.8910 1.5875 3.4119
C -1.5447 2.2168 4.5688
C -2.9121 1.9229 4.7833
C -3.6174 0.9928 3.8989
C -2.9834 0.4760 2.8132
N -1.6371 0.7660 2.5724
C -0.8375 0.3373 1.5530
C -1.0919 -0.5071 0.4486
C -0.0319 -0.5395 -0.4439
H -1.0359 -3.2050 -4.2352
H -1.7192 -2.2700 -2.0176
H 3.9081 0.9088 -1.0570
H 4.7971 0.2928 -3.4058
H 3.4026 -1.0225 -4.9635
H 1.1483 -2.3657 -5.3043
H 1.2176 2.2398 3.2278
H -0.9549 2.8586 5.2220
H -3.3705 2.3998 5.6162
H -4.6741 0.8062 4.1234
H -3.4942 -0.1522 2.1075
H -2.0568 -1.0176 0.2699
```

Summary:
SMILES string = c1cc2c3c(cccc3c1)-c1n[n+]3cc4ccccn4c3cc1-2
orbital gap = 7.08 eV
LUMO level = -3.962 eV
net charge = +1

These are the Mulliken partial charges, in e, on atoms 1 to 6: -1.060 -0.139 -0.771 1.310 -0.823 -0.538

Density functional theory data (ωB97M-V/def2-TZVPD) for C20H12N3O6SSbSe4Ta as an isolated structure.

The geometry in XYZ format:
```
48
Properties=species:S:1:pos:R:3
Ta -0.2380 0.0156 -0.3302
O 1.8285 0.6300 -0.5384
C 1.3162 1.6638 -1.1185
O 0.3252 1.4098 -1.8547
C 1.6044 3.0414 -0.6725
C 2.7094 3.7858 -1.0398
C 2.8293 5.0876 -0.5713
C 1.8488 5.6064 0.2604
C 0.7546 4.8439 0.6472
C 0.6051 3.5390 0.1885
S -0.7321 2.4927 0.7100
H 3.4604 3.3572 -1.6910
H 3.6810 5.6915 -0.8551
H 1.9396 6.6234 0.6220
H 0.0027 5.2517 1.3104
O -2.1309 0.5835 -1.2285
C -2.7858 0.1276 -0.2482
O -2.0953 -0.1817 0.7866
C -4.2432 -0.0501 -0.2764
C -4.8252 -1.0311 0.5159
C -6.1984 -1.2279 0.4632
C -6.9824 -0.4399 -0.3578
C -6.3708 0.5321 -1.1370
C -5.0071 0.7370 -1.1298
N -7.2088 1.3751 -2.0070
O -8.4117 1.1917 -1.9861
O -6.6509 2.1691 -2.7383
H -4.2054 -1.6593 1.1452
H -6.6434 -2.0202 1.0479
H -8.0525 -0.5711 -0.4170
H -4.5536 1.4837 -1.7643
N -1.8477 -2.7857 5.2048
C -1.2369 -2.0732 4.5433
C -0.5012 -1.1101 3.7679
C -0.0275 0.0295 4.3947
C 0.6900 0.9636 3.6764
C 0.8939 0.7142 2.3445
N 0.4592 -0.4191 1.7103
C -0.2619 -1.2965 2.4154
H -0.2112 0.1523 5.4553
H 1.0696 1.8762 4.1077
H 1.6602 1.2523 1.8116
H -0.6414 -2.1586 1.8710
Se -4.2274 -4.0780 -1.8135
Sb -2.5541 -4.7624 -0.2587
Se -0.4036 -2.1210 -1.1376
Se -2.6300 -3.8480 1.9676
Se -0.9087 -6.3828 -0.8025
```

Summary:
orbital gap = 6.05 eV
LUMO level = 0.991 eV
net charge = -1
energy above the lowest of the compared OMol25 structures with the same formula, charge and spin = 77.9 kJ/mol

These are the Mulliken partial charges, in e, on atoms 1 to 6: 0.653 -0.598 0.897 -0.547 0.404 -0.524

Density functional theory data (ωB97M-V/def2-TZVPD) for C20H13BBrF10N2O2Re as an isolated structure.

The geometry in XYZ format:
```
50
Properties=species:S:1:pos:R:3
Re -0.0153 -0.0205 0.5222
Br -3.8178 -4.0544 -4.4452
C -3.1368 -2.9900 -3.0504
C -4.0200 -2.4544 -2.0983
C -3.5590 -1.6762 -1.0659
C -2.1885 -1.4010 -0.9472
O -1.7887 -0.6475 0.0531
C -1.2869 -1.9394 -1.9025
C 0.1144 -1.7346 -1.8824
N 0.8106 -1.0599 -1.0006
C 2.2321 -0.9261 -1.1169
C 3.0377 -1.5754 -2.0152
C 4.4281 -1.3389 -2.0212
C 5.0055 -0.4751 -1.1360
C 4.2044 0.1972 -0.1845
C 4.7137 1.0852 0.7881
C 3.8700 1.6744 1.6892
C 2.4994 1.3847 1.6309
N 1.9955 0.5696 0.7246
C 2.8193 -0.0329 -0.1870
C -1.7971 -2.7359 -2.9576
H -5.0783 -2.6590 -2.1863
H -4.2331 -1.2604 -0.3318
H 0.6645 -2.1805 -2.7036
H 2.6405 -2.2838 -2.7270
H 5.0372 -1.8630 -2.7437
H 6.0730 -0.3032 -1.1461
H 5.7765 1.2887 0.8137
H 4.2333 2.3555 2.4437
H 1.7984 1.8246 2.3291
H -1.1119 -3.1434 -3.6895
F -0.8408 1.6876 1.4889
B -0.9929 2.5925 0.2907
F -2.2700 2.7499 -0.0210
F -0.1721 3.6336 0.4094
F -0.3581 1.6093 -0.7371
C 0.4218 -2.0031 4.2713
C 0.3335 -2.2009 2.7636
O 0.0603 -0.9683 2.1641
C 1.6751 -2.7514 2.2385
F 2.6459 -1.8428 2.4435
F 2.0274 -3.8730 2.8559
F 1.6591 -2.9978 0.9160
C -0.8333 -3.1610 2.4255
F -1.9806 -2.6521 2.8685
F -0.6609 -4.3596 2.9833
F -0.9584 -3.3396 1.0977
H 1.2587 -1.3477 4.5013
H 0.5609 -2.9542 4.7809
H -0.4990 -1.5413 4.6188
```

Summary:
2S+1 = 4
orbital gap (alpha / beta) = 6.79 / 6.62 eV
LUMO level (alpha / beta) = -4.620 / -5.027 eV
net charge = +1

These are the Mulliken partial charges, in e, on atoms 1 to 6: 2.433 -0.152 -0.291 -0.323 -0.823 0.559

Density functional theory data (ωB97M-V/def2-TZVPD) for C20H13F3N7O6RuS2 as an isolated structure.

The geometry in XYZ format:
```
52
Properties=species:S:1:pos:R:3
Ru -0.4697 0.1418 0.4819
N 2.5568 3.4670 -0.1111
C 1.8409 2.3335 -0.0459
S 0.7842 2.1399 1.3102
N 2.0063 1.4704 -1.0105
N 1.3044 0.3459 -0.8869
C 1.4739 -0.5789 -1.7577
C 0.8763 -1.8719 -1.5168
C 1.0449 -2.9366 -2.3954
C 0.5405 -4.1782 -2.0535
C -0.1062 -4.3212 -0.8362
C -0.2492 -3.2062 -0.0249
N 0.2194 -2.0086 -0.3561
H 2.5013 4.1436 0.6259
H 3.2278 3.5732 -0.8513
H 2.1321 -0.4198 -2.6041
H 1.5706 -2.7909 -3.3298
H 0.6630 -5.0220 -2.7190
H -0.4990 -5.2760 -0.5175
H -0.7641 -3.2761 0.9219
F -4.6543 -1.7037 4.2372
C -3.5816 -2.4882 4.0192
F -3.8508 -3.2489 2.9504
F -3.4963 -3.3286 5.0806
C -2.3121 -1.6896 3.8986
C -1.6434 -1.3667 5.0654
C -0.4533 -0.6545 5.0113
C 0.0439 -0.3187 3.7702
N -0.5960 -0.6213 2.6457
C -1.7851 -1.2495 2.6656
S -2.5487 -1.3707 1.1278
H -2.0548 -1.6765 6.0171
H 0.0817 -0.3923 5.9118
H 0.9883 0.2006 3.6623
O -2.2367 1.5520 1.3000
C -2.6050 1.7237 0.1204
O -2.0270 1.1861 -0.8665
C -3.7726 2.6328 -0.1410
C -4.5531 3.0552 0.9262
C -5.5948 3.9352 0.6916
C -5.8738 4.4137 -0.5756
C -5.0781 3.9804 -1.6188
C -4.0321 3.0935 -1.4219
N -5.3427 4.4923 -2.9704
O -4.5569 4.1902 -3.8468
O -6.3321 5.1808 -3.1267
N -6.4183 4.3940 1.8189
O -6.1204 3.9985 2.9280
O -7.3485 5.1361 1.5681
H -4.3351 2.6974 1.9214
H -6.6822 5.1083 -0.7424
H -3.4227 2.7626 -2.2501
```

Summary:
2S+1 = 2
orbital gap (alpha / beta) = 6.88 / 7.29 eV
LUMO level (alpha / beta) = -1.317 / -0.973 eV
net charge = 0
energy above the lowest of the compared OMol25 structures with the same formula, charge and spin = 79.0 kJ/mol

These are the Mulliken partial charges, in e, on atoms 1 to 6: -0.009 -0.388 0.758 -0.345 -1.241 0.844

Density functional theory data (ωB97M-V/def2-TZVPD) for C20H13F5NO2ReS4Sb as an isolated structure.

The geometry in XYZ format:
```
47
Properties=species:S:1:pos:R:3
Re -0.0202 1.8064 2.1086
S -8.6396 8.2063 11.1886
Sb -8.7041 10.1524 10.3237
S -1.9397 2.3409 2.6298
S 1.1897 3.4612 2.2130
S -8.7808 12.1163 9.5047
F 2.8847 1.2636 3.3246
C 1.9804 0.5310 3.9674
C 0.6165 0.6191 3.6127
C -0.2695 -0.2169 4.3274
F -1.5653 -0.2159 4.0440
C 0.1594 -1.0573 5.3292
F -0.6925 -1.8261 5.9752
C 1.5156 -1.1007 5.6477
F 1.9341 -1.9063 6.5815
C 2.4324 -0.3053 4.9609
F 3.7129 -0.3729 5.2581
C 0.6298 -3.8390 -2.1636
O 0.0032 -2.5891 -2.4786
C -0.2595 -2.3347 -3.7773
C 0.1495 -3.1210 -4.8480
C -0.1806 -2.7543 -6.1455
C -0.9257 -1.6127 -6.4080
C -1.3447 -0.8243 -5.3524
C -0.9944 -1.1762 -4.0571
N -1.4942 -0.3775 -2.9711
C -0.8680 0.1690 -1.9823
C 0.5530 0.2921 -1.7667
C 1.5121 0.1196 -2.7737
C 2.8550 0.3127 -2.5150
C 3.2733 0.6581 -1.2362
C 2.3479 0.8464 -0.2192
C 1.0043 0.6905 -0.4949
O 0.0643 0.8876 0.5032
H 0.0324 -4.6725 -2.5323
H 0.6814 -3.8785 -1.0805
H 1.6360 -3.8829 -2.5813
H 0.7170 -4.0236 -4.6772
H 0.1462 -3.3810 -6.9642
H -1.1820 -1.3436 -7.4222
H -1.9323 0.0688 -5.5271
H -2.5040 -0.2722 -2.9610
H -1.5185 0.6185 -1.2411
H 1.1987 -0.1505 -3.7714
H 3.5793 0.1855 -3.3070
H 4.3269 0.7835 -1.0249
H 2.6796 1.1059 0.7789
```

Summary:
orbital gap = 5.16 eV
LUMO level = -9.799 eV
net charge = +3
energy above the lowest of the compared OMol25 structures with the same formula, charge and spin = 0.0 kJ/mol

These are the Mulliken partial charges, in e, on atoms 1 to 6: 0.645 -0.159 1.303 0.014 0.078 -0.143